(1)
The following is a DFT calculation (the ωB97M-V functional and the def2-TZVPD basis) of 3 unconnected molecules or ions with the total composition C6H12Cl6.

XYZ file:
```
24
Properties=species:S:1:pos:R:3:forces:R:3
Cl 0.167 2.160 -2.175 0.248 -0.025 0.048
C 1.417 1.116 -1.430 -0.125 0.466 0.240
C 0.816 0.215 -0.375 0.761 -0.509 -0.477
Cl 0.350 1.128 1.076 -0.082 -0.107 -0.051
H 2.174 1.736 -0.950 -0.172 0.240 -0.112
H 1.918 0.583 -2.231 -0.249 -0.255 0.023
H 1.610 -0.484 -0.101 -0.153 0.023 0.244
H -0.019 -0.372 -0.747 -0.197 0.203 0.062
Cl -2.897 3.079 1.945 0.000 0.065 0.114
C -1.697 2.734 3.214 0.177 -0.119 -0.009
C -2.006 3.358 4.542 -0.191 0.046 0.455
Cl -3.562 2.817 5.235 -0.151 0.066 -0.133
H -0.749 3.146 2.870 0.024 -0.108 -0.054
H -1.616 1.654 3.313 -0.026 -0.005 -0.117
H -2.003 4.444 4.491 -0.159 -0.025 0.003
H -1.288 3.030 5.291 0.293 0.108 -0.237
Cl -1.113 -3.392 -2.870 -0.295 0.091 -0.094
C 0.444 -4.170 -2.548 -0.205 -0.591 0.363
C 1.532 -3.626 -3.428 0.223 -0.174 -0.357
Cl 1.886 -1.906 -3.114 0.128 -0.187 0.101
H 0.331 -5.243 -2.718 -0.043 0.106 -0.337
H 0.600 -4.097 -1.473 0.404 0.407 -0.119
H 1.267 -3.688 -4.481 -0.287 0.040 0.080
H 2.440 -4.223 -3.336 0.078 0.244 0.364
```
Positions in Å, forces in eV/Å.

Values from the calculation:
**Energy**: -2996.9702 hartree
**Gap between HOMO and LUMO**: 11.1 eV
**E_HOMO**: -10.57 eV
**2S+1**: 1
**E_LUMO**: 0.573 eV
**Structure (SMILES)**: ClCCCl.ClCCCl.ClCCCl
**ΔE to the lowest compared entry with this formula, charge and spin**: 28.6 kJ/mol



(2)
The following is a DFT calculation (the ωB97M-V functional and the def2-TZVPD basis) of a molecular structure, C6H12Cl6.

XYZ file:
```
24
Properties=species:S:1:pos:R:3:forces:R:3
Cl -3.830 0.640 0.835 -0.078 1.949 0.233
C -3.442 -0.993 0.545 -2.334 -2.327 -2.077
C -2.782 -1.280 -0.819 -0.490 -0.325 0.940
Cl -4.003 -1.077 -2.129 0.619 0.129 0.128
H -4.418 -1.476 0.483 0.023 -0.297 0.056
H -2.842 -1.381 1.367 -2.559 -0.512 -1.739
H -2.522 -2.338 -0.791 0.048 0.017 -0.223
H -1.874 -0.707 -1.008 -0.339 0.181 -0.228
Cl 2.675 -0.881 -0.128 1.068 0.048 -0.820
C 3.238 0.712 -0.797 -0.313 -0.394 -0.154
C 2.652 0.821 -2.201 -0.015 0.844 -0.242
Cl 2.877 2.555 -2.708 -0.090 -0.545 -0.015
H 4.320 0.842 -0.812 0.043 -0.755 -0.123
H 2.934 1.467 -0.072 -0.553 0.077 -0.485
H 1.596 0.577 -2.317 -0.028 0.291 0.611
H 3.129 0.193 -2.953 0.474 0.107 0.350
Cl -1.440 -0.844 2.040 4.972 1.376 3.019
C -0.315 0.311 1.260 0.037 0.692 -0.526
C 1.056 0.387 1.910 -1.036 -1.345 0.245
Cl 0.915 0.930 3.601 0.184 0.245 -0.178
H -0.758 1.305 1.187 -0.426 -0.194 0.312
H -0.293 -0.096 0.249 0.643 0.222 0.007
H 1.761 0.990 1.337 -0.360 0.077 0.452
H 1.364 -0.658 1.921 0.510 0.441 0.456
```
Positions in Å, forces in eV/Å.

Values from the calculation:
**Energy**: -2996.8842 hartree
**Gap between HOMO and LUMO**: 10.2 eV
**E_HOMO**: -9.84 eV
**2S+1**: 1
**E_LUMO**: 0.387 eV
**ΔE to the lowest compared entry with this formula, charge and spin**: 254.3 kJ/mol